# 1
{"formula": "C33H49F16NO8S", "method": "ωB97M-V/def2-TZVPD", "e_homo_ha": -0.3010, "orbital_gap_ha": 0.2703, "smiles": "C#CCCC[C@]1(O)[C@H](CCCCCCC)[C@H](C=C)OS(=O)(=O)[C@@H]1OCCNC[C@H](C)O.FC(F)C(F)(F)COC(F)(F)C(F)F.FC(F)C(F)(F)COC(F)(F)C(F)F", "symbols": ["C", "C", "C", "C", "C", "C", "O", "C", "C", "C", "C", "C", "C", "C", "C", "C", "C", "C", "O", "S", "O", "O", "C", "O", "C", "C", "N", "C", "C", "C", "O", "H", "H", "H", "H", "H", "H", "H", "H", "H", "H", "H", "H", "H", "H", "H", "H", "H", "H", "H", "H", "H", "H", "H", "H", "H", "H", "H", "H", "H", "H", "H", "H", "H", "H", "H", "H", "H", "H", "H", "H", "H", "C", "C", "C", "F", "F", "F", "F", "O", "C", "C", "F", "F", "F", "F", "H", "H", "H", "H", "C", "C", "C", "F", "F", "F", "F", "O", "C", "C", "F", "F", "F", "F", "H", "H", "H", "H"], "xyz": [[-1.986, 3.068, 4.760], [-1.106, 3.238, 3.785], [-0.126, 3.585, 2.535], [-0.523, 2.719, 1.194], [0.764, 2.102, 0.430], [1.333, 0.729, 1.078], [1.909, 1.146, 2.379], [2.544, 0.031, 0.271], [3.250, 1.104, -0.756], [4.601, 0.541, -1.436], [5.386, 1.617, -2.350], [6.663, 0.851, -2.997], [8.034, 0.995, -2.155], [7.869, 0.882, -0.554], [7.848, -0.637, 0.017], [2.234, -1.331, -0.512], [1.460, -1.185, -1.921], [0.470, -0.196, -2.286], [1.571, -2.393, 0.230], [1.063, -1.950, 1.757], [2.162, -1.848, 2.799], [0.047, -2.984, 2.259], [0.137, -0.312, 1.518], [-0.926, -0.401, 0.551], [-2.137, -0.992, 1.104], [-2.476, -2.443, 0.396], [-1.336, -2.749, -0.526], [-1.337, -4.168, -1.007], [-0.992, -5.259, 0.127], [0.596, -5.519, 0.302], [-1.605, -6.521, -0.280], [-2.915, 3.258, 5.428], [0.986, 3.503, 2.807], [-0.314, 4.714, 2.308], [-1.370, 1.971, 1.397], [-0.972, 3.515, 0.465], [1.607, 2.906, 0.531], [0.519, 2.045, -0.688], [2.772, 1.595, 2.215], [3.385, -0.211, 1.046], [2.542, 1.468, -1.582], [3.570, 1.993, -0.068], [4.268, -0.315, -2.160], [5.249, 0.030, -0.632], [5.643, 2.605, -1.820], [4.673, 1.891, -3.233], [6.349, -0.259, -3.174], [6.823, 1.284, -4.068], [8.532, 1.984, -2.465], [8.712, 0.098, -2.476], [8.821, 1.380, -0.094], [6.974, 1.451, -0.113], [7.320, -1.365, -0.722], [8.907, -0.993, 0.298], [7.158, -0.621, 0.960], [3.280, -1.773, -0.797], [1.699, -2.004, -2.719], [0.740, 0.895, -2.596], [-0.658, -0.456, -2.358], [-0.289, -0.014, 2.564], [-3.017, -0.296, 0.776], [-2.156, -1.051, 2.254], [-2.627, -3.202, 1.243], [-3.428, -2.365, -0.277], [-1.496, -2.173, -1.368], [-0.492, -4.238, -1.811], [-2.331, -4.360, -1.572], [-1.422, -4.980, 1.155], [0.856, -5.354, 1.415], [0.788, -6.640, 0.080], [1.252, -4.901, -0.411], [-1.439, -7.134, 0.480], [-5.118, 6.549, 7.553], [-4.212, 5.940, 6.464], [-3.653, 6.925, 5.438], [-4.617, 7.554, 4.739], [-2.887, 6.272, 4.524], [-4.873, 4.921, 5.859], [-3.152, 5.363, 7.108], [-6.534, 6.465, 7.344], [-7.117, 7.467, 6.529], [-7.693, 6.908, 5.221], [-6.755, 6.258, 4.495], [-8.169, 7.906, 4.436], [-6.225, 8.459, 6.332], [-8.118, 8.008, 7.265], [-4.950, 5.953, 8.455], [-4.808, 7.561, 7.833], [-3.023, 7.680, 5.916], [-8.504, 6.208, 5.422], [-2.006, -5.398, -4.823], [-2.930, -6.079, -5.852], [-2.230, -6.738, -7.040], [-1.516, -5.864, -7.776], [-3.144, -7.288, -7.883], [-3.863, -5.185, -6.266], [-3.619, -7.052, -5.183], [-1.829, -3.979, -4.953], [-0.851, -3.543, -5.881], [-1.455, -2.774, -7.063], [-2.374, -3.511, -7.726], [-0.498, -2.442, -7.966], [-0.097, -4.593, -6.264], [-0.022, -2.723, -5.188], [-2.495, -5.514, -3.851], [-1.050, -5.919, -4.711], [-1.562, -7.540, -6.710], [-1.942, -1.859, -6.723]], "lowdin_charge": [0.05, -0.10, -0.18, -0.17, -0.12, -0.34, -0.06, -0.17, -0.15, -0.21, -0.21, -0.22, -0.21, -0.27, -0.14, -0.28, -0.07, 0.00, -0.24, 0.84, -0.30, -0.34, -0.22, -0.17, -0.15, -0.16, -0.10, -0.16, -0.36, -0.06, -0.11, 0.04, 0.10, 0.11, 0.10, 0.12, 0.13, 0.10, 0.11, 0.16, 0.10, 0.13, 0.12, 0.10, 0.12, 0.12, 0.11, 0.11, 0.11, 0.12, 0.11, 0.09, 0.08, 0.08, 0.08, 0.15, 0.12, 0.07, 0.07, 0.18, 0.13, 0.14, 0.12, 0.12, 0.09, 0.13, 0.12, 0.13, 0.08, 0.08, 0.07, 0.10, -0.04, -0.43, -0.30, 0.09, 0.08, 0.11, 0.09, 0.03, -0.50, -0.27, 0.09, 0.10, 0.13, 0.14, 0.15, 0.15, 0.17, 0.17, -0.05, -0.43, -0.30, 0.09, 0.09, 0.13, 0.11, 0.02, -0.50, -0.27, 0.09, 0.10, 0.13, 0.13, 0.14, 0.15, 0.17, 0.17]}

# 2
{"formula": "C33H49N5O4", "method": "ωB97M-V/def2-TZVPD", "e_homo_ha": -0.3409, "de_lowest_kcal_mol": 0.0, "orbital_gap_ha": 0.3591, "smiles": "c1ccncc1.c1ccncc1.c1ccncc1.c1ccncc1.c1ccncc1.CCO.CCO.CCO.CCO", "symbols": ["C", "C", "O", "H", "H", "H", "H", "H", "H", "C", "C", "O", "H", "H", "H", "H", "H", "H", "C", "C", "O", "H", "H", "H", "H", "H", "H", "C", "C", "O", "H", "H", "H", "H", "H", "H", "N", "C", "C", "C", "C", "C", "H", "H", "H", "H", "H", "N", "C", "C", "C", "C", "C", "H", "H", "H", "H", "H", "N", "C", "C", "C", "C", "C", "H", "H", "H", "H", "H", "N", "C", "C", "C", "C", "C", "H", "H", "H", "H", "H", "N", "C", "C", "C", "C", "C", "H", "H", "H", "H", "H"], "xyz": [[6.497, -10.540, -12.473], [7.430, -9.840, -13.428], [8.806, -10.156, -13.212], [6.773, -10.285, -11.446], [6.745, -11.625, -12.490], [5.419, -10.380, -12.621], [7.243, -8.759, -13.448], [7.226, -10.205, -14.418], [9.099, -10.145, -12.274], [8.686, -9.150, -8.926], [9.891, -9.017, -9.808], [9.889, -10.112, -10.717], [8.754, -10.066, -8.272], [7.856, -9.248, -9.561], [8.520, -8.269, -8.301], [10.809, -8.850, -9.240], [9.838, -8.205, -10.510], [10.236, -10.895, -10.235], [11.210, -12.327, -17.070], [10.374, -11.525, -16.142], [10.873, -11.720, -14.786], [10.952, -12.198, -18.081], [11.284, -13.344, -16.885], [12.262, -12.009, -17.060], [9.379, -11.956, -16.253], [10.390, -10.437, -16.443], [10.382, -10.985, -14.288], [13.930, -17.584, -15.381], [13.250, -16.186, -15.227], [12.987, -15.923, -13.862], [14.148, -17.913, -16.420], [13.325, -18.298, -14.913], [14.872, -17.533, -14.828], [12.287, -16.118, -15.735], [13.906, -15.444, -15.599], [12.012, -15.949, -13.703], [5.977, -13.760, -8.109], [5.906, -14.879, -7.304], [6.877, -15.840, -7.325], [8.016, -15.708, -8.154], [8.127, -14.541, -8.932], [7.065, -13.607, -8.898], [4.987, -14.919, -6.740], [6.761, -16.657, -6.676], [8.679, -16.549, -8.087], [8.981, -14.366, -9.520], [7.112, -12.806, -9.586], [11.888, -21.718, -15.678], [11.652, -20.793, -16.598], [10.896, -19.659, -16.347], [10.328, -19.496, -15.077], [10.548, -20.424, -14.100], [11.295, -21.554, -14.465], [12.260, -20.982, -17.514], [10.741, -18.908, -17.126], [9.889, -18.525, -14.762], [10.107, -20.486, -13.139], [11.497, -22.313, -13.742], [17.884, -13.598, -11.041], [17.057, -12.612, -11.533], [15.845, -12.888, -12.138], [15.541, -14.219, -12.261], [16.375, -15.256, -11.824], [17.579, -14.856, -11.226], [17.526, -11.618, -11.448], [15.194, -12.139, -12.468], [14.611, -14.517, -12.726], [16.019, -16.294, -11.844], [18.244, -15.592, -10.755], [9.967, -15.724, -13.131], [9.066, -16.505, -12.532], [7.910, -15.954, -12.042], [7.581, -14.610, -12.205], [8.493, -13.847, -12.904], [9.707, -14.443, -13.226], [9.439, -17.518, -12.411], [7.204, -16.623, -11.628], [6.664, -14.253, -11.809], [8.459, -12.816, -13.130], [10.401, -13.785, -13.715], [11.296, -12.505, -10.115], [11.727, -12.566, -11.403], [12.466, -13.590, -11.894], [12.773, -14.634, -11.018], [12.495, -14.487, -9.626], [11.749, -13.338, -9.218], [11.395, -11.787, -12.073], [12.726, -13.752, -12.919], [13.267, -15.519, -11.460], [12.839, -15.232, -8.901], [11.524, -13.127, -8.239]], "lowdin_charge": [-0.08, -0.30, -0.12, 0.06, 0.06, 0.09, 0.11, 0.10, 0.05, -0.08, -0.29, -0.14, 0.10, 0.04, 0.08, 0.12, 0.11, 0.05, -0.10, -0.30, -0.13, 0.06, 0.04, 0.09, 0.11, 0.13, 0.08, -0.06, -0.29, -0.13, 0.08, 0.03, 0.07, 0.11, 0.09, 0.05, 0.05, -0.14, -0.09, -0.05, -0.07, -0.14, 0.10, 0.08, 0.10, 0.07, 0.08, 0.05, -0.17, -0.08, -0.09, -0.08, -0.13, 0.12, 0.11, 0.10, 0.09, 0.09, 0.04, -0.12, -0.07, -0.11, -0.05, -0.18, 0.11, 0.09, 0.06, 0.11, 0.10, 0.06, -0.13, -0.08, -0.06, -0.03, -0.15, 0.10, 0.10, 0.10, 0.07, 0.08, 0.04, -0.12, -0.11, -0.06, -0.01, -0.14, 0.10, 0.09, 0.10, 0.10, 0.08]}

# 3
{"formula": "C33H49O28PS", "method": "ωB97M-V/def2-TZVPD", "e_homo_ha": -0.3382, "orbital_gap_ha": 0.3286, "smiles": "CC(C)CC[C@H]1OC(=O)C[C@H]1P(O)(O)=S.O=C1OCCO1.O=C1OCCO1.O=C1OCCO1.O=C1OCCO1.O=C1OCCO1.O=C1OCCO1.O=C1OCCO1.O=C1OCCO1", "symbols": ["C", "C", "C", "C", "C", "C", "O", "C", "O", "C", "C", "P", "O", "O", "S", "H", "H", "H", "H", "H", "H", "H", "H", "H", "H", "H", "H", "H", "H", "H", "H", "H", "C", "C", "O", "C", "O", "O", "H", "H", "H", "H", "C", "C", "O", "C", "O", "O", "H", "H", "H", "H", "C", "C", "O", "C", "O", "O", "H", "H", "H", "H", "C", "C", "O", "C", "O", "O", "H", "H", "H", "H", "C", "C", "O", "C", "O", "O", "H", "H", "H", "H", "C", "C", "O", "C", "O", "O", "H", "H", "H", "H", "C", "C", "O", "C", "O", "O", "H", "H", "H", "H", "C", "C", "O", "C", "O", "O", "H", "H", "H", "H"], "xyz": [[4.396, -0.821, -0.082], [3.111, -1.305, -0.970], [3.715, -1.823, -2.373], [2.113, -0.089, -1.264], [1.492, 0.518, 0.082], [0.071, -0.068, 0.546], [-0.748, 1.165, 0.597], [-1.198, 1.398, -0.755], [-1.401, 2.522, -1.250], [-1.396, 0.017, -1.601], [-0.833, -0.956, -0.425], [-0.352, -2.722, -0.858], [0.552, -3.472, 0.414], [-1.853, -3.612, -0.892], [0.444, -2.965, -2.605], [5.379, -1.208, -0.501], [4.272, -1.230, 0.989], [4.351, 0.332, -0.063], [2.639, -2.158, -0.384], [4.785, -1.454, -2.551], [3.667, -2.972, -2.441], [3.084, -1.336, -3.205], [1.307, -0.305, -2.036], [2.765, 0.749, -1.720], [2.204, 0.399, 0.983], [1.430, 1.658, -0.080], [0.210, -0.461, 1.611], [-0.916, -0.054, -2.625], [-2.531, -0.099, -1.513], [-1.792, -1.126, 0.202], [0.957, -2.761, 0.957], [-1.559, -4.562, -0.972], [-5.490, -0.871, -4.521], [-4.742, -0.131, -3.452], [-3.478, -0.783, -3.436], [-3.308, -1.357, -4.658], [-2.283, -1.842, -5.039], [-4.454, -1.307, -5.391], [-6.199, -0.234, -5.050], [-6.018, -1.746, -4.133], [-4.593, 0.924, -3.698], [-5.229, -0.202, -2.478], [1.705, -5.647, 3.145], [2.649, -6.387, 4.037], [3.872, -5.675, 3.873], [3.551, -4.418, 3.465], [4.329, -3.509, 3.393], [2.228, -4.323, 3.149], [0.681, -5.661, 3.521], [1.713, -6.027, 2.120], [2.353, -6.342, 5.088], [2.765, -7.431, 3.745], [-2.207, -7.960, 0.055], [-1.724, -6.644, 0.586], [-1.186, -6.985, 1.852], [-0.855, -8.306, 1.804], [-0.223, -8.873, 2.646], [-1.333, -8.893, 0.673], [-2.138, -8.023, -1.032], [-3.235, -8.182, 0.358], [-0.929, -6.210, -0.030], [-2.529, -5.915, 0.690], [-0.674, 6.159, -0.325], [0.262, 5.412, 0.564], [1.484, 6.130, 0.423], [1.160, 7.392, 0.029], [1.937, 8.304, -0.022], [-0.158, 7.486, -0.300], [-1.699, 6.136, 0.038], [-0.654, 5.793, -1.356], [-0.044, 5.439, 1.611], [0.385, 4.372, 0.259], [-0.489, -2.381, 6.821], [1.005, -2.460, 6.719], [1.258, -3.856, 6.806], [0.124, -4.495, 6.410], [0.050, -5.672, 6.206], [-0.912, -3.624, 6.275], [-0.902, -1.546, 6.254], [-0.835, -2.314, 7.856], [1.380, -2.092, 5.759], [1.507, -1.923, 7.524], [5.015, 7.232, 0.886], [5.490, 8.540, 1.439], [6.024, 8.176, 2.705], [6.361, 6.858, 2.635], [6.990, 6.277, 3.472], [5.891, 6.289, 1.493], [5.090, 7.187, -0.201], [3.988, 7.001, 1.180], [6.284, 8.987, 0.835], [4.681, 9.263, 1.551], [-1.581, -0.363, -7.932], [-2.681, -0.106, -8.917], [-2.613, 1.301, -9.111], [-1.346, 1.689, -8.796], [-0.902, 2.779, -9.007], [-0.651, 0.676, -8.210], [-1.121, -1.343, -8.067], [-1.917, -0.269, -6.896], [-2.510, -0.604, -9.875], [-3.660, -0.399, -8.535], [-5.217, 5.516, 2.198], [-4.470, 6.253, 3.267], [-3.204, 5.606, 3.276], [-3.035, 5.038, 2.052], [-2.008, 4.558, 1.666], [-4.182, 5.087, 1.323], [-5.931, 6.152, 1.673], [-5.742, 4.637, 2.583], [-4.325, 7.310, 3.025], [-4.953, 6.177, 4.242]], "lowdin_charge": [-0.09, -0.40, -0.13, -0.19, -0.11, -0.25, -0.05, -0.34, 0.08, -0.03, -0.31, 0.40, -0.25, -0.29, 0.35, 0.07, 0.08, 0.08, 0.10, 0.07, 0.08, 0.07, 0.07, 0.13, 0.12, 0.13, 0.16, 0.13, 0.12, 0.14, 0.05, 0.03, -0.13, -0.13, 0.02, -0.54, 0.15, 0.06, 0.14, 0.14, 0.14, 0.14, -0.14, -0.12, 0.07, -0.55, 0.14, 0.04, 0.12, 0.13, 0.13, 0.14, -0.12, -0.14, 0.06, -0.54, 0.16, 0.07, 0.14, 0.14, 0.12, 0.14, -0.12, -0.14, 0.06, -0.54, 0.14, 0.07, 0.12, 0.14, 0.12, 0.13, -0.13, -0.13, 0.06, -0.55, 0.15, 0.06, 0.13, 0.14, 0.14, 0.14, -0.13, -0.13, 0.06, -0.55, 0.15, 0.06, 0.14, 0.12, 0.13, 0.13, -0.13, -0.13, 0.06, -0.55, 0.16, 0.07, 0.14, 0.11, 0.13, 0.13, -0.13, -0.13, 0.07, -0.53, 0.14, 0.07, 0.14, 0.14, 0.14, 0.14]}